125
Properties=species:S:1:pos:R:3:forces:R:3:lowdin_charge:R:1 method="wB97M-V/def2-TZVPD" homo_lumo_gap_ha=0.3615 largest_force_ev_per_a=3.0 total_charge=0 smiles=COC[C@H](C)N.Fc1ccccc1.Fc1ccccc1.Fc1ccccc1.Fc1ccccc1.Fc1ccccc1.Fc1ccccc1.Fc1ccccc1.Fc1ccccc1.Fc1ccccc1 energy_ev=-89047.5824
C -3.75693 -0.16867 -2.54102 -1.556 -0.016 1.081 -0.145
O -2.48472 -0.60649 -2.77996 1.242 -1.053 -0.391 -0.193
C -2.05532 -1.62399 -1.84160 -1.657 2.451 0.210 -0.193
C -0.85462 -2.26481 -2.37056 1.471 -0.303 0.485 -0.460
C -1.17499 -3.16109 -3.52534 -0.486 -1.614 -0.331 -0.059
N -0.25470 -3.02728 -1.24139 0.814 -0.301 -0.606 0.067
H -4.50251 -0.98985 -2.50327 0.305 0.062 -0.057 0.096
H -4.08068 0.49078 -3.32955 0.090 0.410 -0.266 0.084
H -3.83796 0.34608 -1.56124 0.008 0.049 -0.291 0.085
H -1.93830 -1.07855 -0.89867 0.550 -0.307 0.175 0.111
H -2.86946 -2.31176 -1.64941 -0.234 -0.561 -0.260 0.129
H -0.13176 -1.52710 -2.72001 -0.100 0.512 -0.004 0.119
H -1.74727 -2.70997 -4.35224 0.362 0.173 0.482 0.092
H -1.77204 -4.00924 -3.14110 0.007 0.309 -0.130 0.090
H -0.28404 -3.64352 -3.93811 0.105 0.302 -0.083 0.075
H 0.13972 -2.38374 -0.54216 -0.331 -0.135 -0.425 0.050
H 0.56922 -3.50352 -1.64180 -0.512 0.087 0.447 0.077
F -3.96076 1.13994 1.87981 -0.366 0.751 -0.935 0.012
C -4.52617 2.03908 0.97815 0.342 -0.867 1.121 -0.258
C -3.80915 3.16336 0.63146 -0.165 0.252 0.519 -0.032
C -4.45876 4.09527 -0.16058 -0.090 0.028 -0.465 -0.057
C -5.72498 3.81401 -0.66913 0.279 0.029 0.202 -0.083
C -6.40464 2.64575 -0.32971 0.199 0.564 -0.204 -0.078
C -5.81380 1.76612 0.55192 0.417 -0.678 0.065 -0.028
H -2.83996 3.39100 1.06290 -0.022 -0.240 -0.088 0.098
H -3.95740 5.03550 -0.39694 -0.161 -0.295 -0.013 0.102
H -6.17159 4.53253 -1.32284 -0.323 0.253 -0.289 0.096
H -7.38001 2.45513 -0.75620 -0.035 -0.063 0.115 0.106
H -6.27259 0.83413 0.87687 -0.017 0.262 -0.074 0.123
F -0.50517 3.85100 3.29312 -0.458 -1.594 1.113 -0.002
C -1.08962 2.86117 4.11692 -1.554 1.543 -1.140 -0.237
C -2.49082 2.88753 4.19094 1.126 0.674 -0.844 -0.021
C -3.14106 1.94975 4.97170 -0.573 0.816 -0.577 -0.099
C -2.39568 1.05601 5.68168 1.190 -0.988 1.432 -0.092
C -0.97696 1.07689 5.67285 -1.342 -0.755 -1.337 -0.053
C -0.34699 1.93007 4.77066 1.560 0.176 0.629 -0.042
H -2.97207 3.62994 3.54930 -0.189 -0.265 0.441 0.116
H -4.23179 1.93098 5.01761 0.362 -0.018 -0.073 0.117
H -2.92708 0.32541 6.29631 0.330 0.140 -0.120 0.106
H -0.42344 0.25166 6.11380 -0.048 0.409 0.244 0.092
H 0.73811 1.94491 4.61594 -0.382 -0.166 0.209 0.124
F -1.46470 -6.18751 6.09494 0.476 0.721 -1.710 -0.002
C -1.18880 -5.57219 4.85703 -0.631 -1.722 0.165 -0.239
C -1.04577 -4.21231 4.83697 0.048 0.221 -0.324 -0.035
C -0.92958 -3.54716 3.62196 0.470 -1.272 -0.273 -0.065
C -0.79474 -4.30703 2.43809 -0.010 1.572 0.230 -0.088
C -0.84518 -5.68468 2.48706 -0.945 -0.703 0.240 -0.089
C -1.16661 -6.35748 3.69037 0.320 0.959 0.599 -0.003
H -1.02742 -3.69166 5.76494 -0.169 0.431 0.540 0.108
H -0.88103 -2.47797 3.65707 0.025 0.382 -0.326 0.079
H -0.69623 -3.78175 1.46734 0.033 -0.493 0.667 0.093
H -0.79297 -6.19998 1.52770 0.008 -0.204 0.406 0.105
H -1.43907 -7.40711 3.78243 0.382 0.161 -0.276 0.114
F -2.33729 7.63637 0.34960 0.947 -1.290 -0.855 0.007
C -1.57547 6.60379 -0.21111 -0.225 -0.239 0.650 -0.240
C -1.49398 6.45849 -1.59227 0.568 0.285 -0.171 -0.026
C -0.66218 5.44590 -2.14673 -1.069 0.391 1.200 -0.058
C -0.14746 4.50614 -1.25962 0.580 -0.323 -0.399 -0.089
C -0.27246 4.61648 0.13019 -0.209 0.166 -0.912 -0.090
C -0.95349 5.68290 0.66538 -0.718 0.853 -0.235 -0.027
H -2.01241 7.15517 -2.25272 0.165 -0.066 0.301 0.115
H -0.51116 5.40288 -3.23041 -0.106 -0.173 0.509 0.108
H 0.39996 3.65598 -1.64531 0.098 0.095 -0.075 0.072
H 0.14567 3.86369 0.78016 0.093 -0.051 0.035 0.096
H -1.02838 5.75115 1.74178 -0.177 0.340 -0.013 0.105
F 1.11989 -1.39674 5.09998 1.012 -0.176 0.473 0.010
C 2.42409 -1.15811 5.49545 -0.801 1.450 -1.101 -0.241
C 2.85174 -1.49129 6.74988 -0.868 -1.297 0.856 -0.034
C 4.13717 -1.22436 7.13065 1.599 1.247 -0.427 -0.074
C 4.94292 -0.40217 6.31889 -0.431 -0.756 0.704 -0.079
C 4.44863 0.01384 5.10429 0.718 0.696 -0.800 -0.107
C 3.20257 -0.36395 4.65164 -0.650 -0.605 0.060 -0.022
H 2.21340 -1.98890 7.47836 -0.119 -0.103 -0.477 0.126
H 4.55119 -1.58491 8.06119 -0.267 0.039 0.168 0.107
H 5.91752 -0.07971 6.65385 0.087 -0.115 -0.016 0.103
H 5.05908 0.66320 4.46393 -0.249 -0.255 0.284 0.118
H 2.83701 -0.03820 3.67907 -0.024 -0.132 0.242 0.110
F 0.05800 -1.52959 -7.36489 0.035 0.355 0.279 0.048
C 1.22402 -1.66132 -6.69104 0.565 -0.829 -0.857 -0.267
C 2.27033 -2.28036 -7.39269 -0.689 0.228 0.869 -0.010
C 3.44347 -2.60097 -6.69406 -1.011 0.013 -0.337 -0.066
C 3.55782 -2.19494 -5.35272 1.105 -0.485 -0.566 -0.092
C 2.54023 -1.50114 -4.75794 0.229 0.096 1.222 -0.101
C 1.34650 -1.29085 -5.37514 -0.782 0.856 -0.865 -0.033
H 2.04324 -2.52918 -8.42999 0.444 -0.156 0.268 0.118
H 4.12176 -3.24356 -7.25056 0.448 0.366 0.507 0.103
H 4.44267 -2.36821 -4.74103 -0.012 -0.202 -0.464 0.101
H 2.61799 -1.12265 -3.74115 0.276 -0.160 -0.071 0.100
H 0.61294 -0.69452 -4.87445 -0.649 -0.032 0.070 0.099
F 6.23932 -0.42879 0.50219 -0.396 -0.373 0.214 0.039
C 5.37993 -1.48086 0.65351 0.237 0.871 -1.755 -0.255
C 5.11953 -1.94899 1.91438 0.995 0.916 0.033 -0.049
C 4.35076 -3.05291 2.05089 -1.123 -1.009 0.010 -0.092
C 3.73465 -3.63397 0.93690 0.082 -0.367 1.111 -0.086
C 3.95097 -3.07850 -0.30474 -0.036 -0.102 -0.877 -0.111
C 4.79322 -2.00111 -0.51422 0.616 0.726 1.230 -0.007
H 5.53889 -1.49052 2.79508 0.262 0.209 -0.070 0.110
H 4.23853 -3.40098 3.06740 -0.370 -0.432 -0.073 0.111
H 3.11957 -4.52265 1.09271 0.096 0.329 -0.295 0.109
H 3.49024 -3.48506 -1.18319 -0.343 -0.364 -0.219 0.098
H 4.98427 -1.53960 -1.49719 -0.125 -0.385 0.694 0.127
F 1.41424 2.39043 -3.32950 -0.458 0.214 -0.345 0.025
C 0.84922 2.37644 -4.57209 1.384 -0.378 -0.919 -0.255
C 1.70365 2.66493 -5.66657 -1.146 0.532 2.345 -0.008
C 1.15568 2.54872 -6.91376 1.677 -0.760 -0.816 -0.105
C -0.06549 1.96255 -7.12932 -1.457 0.202 -0.215 -0.095
C -0.87484 1.65582 -6.04058 -0.402 -0.116 -0.347 -0.079
C -0.42642 1.88010 -4.74921 0.714 -0.135 0.206 -0.034
H 2.70415 3.03482 -5.45238 -0.168 -0.171 -0.240 0.121
H 1.86500 2.67106 -7.72287 -0.331 0.350 -0.350 0.109
H -0.43920 1.81095 -8.14509 0.212 -0.062 0.361 0.112
H -1.85996 1.19578 -6.17201 0.421 0.176 -0.065 0.117
H -0.96033 1.50588 -3.90035 -0.460 0.045 0.383 0.098
F 2.19033 -0.05694 -1.39743 -0.364 -0.095 0.762 0.026
C 1.27437 0.08759 -0.38068 0.041 0.079 -0.753 -0.243
C 0.15975 0.87601 -0.66226 -0.115 -0.470 -0.571 -0.020
C -0.84445 0.95202 0.28874 0.205 0.488 -0.301 -0.083
C -0.66021 0.33026 1.51566 -0.681 0.826 0.089 -0.078
C 0.50827 -0.33867 1.82188 -0.353 -0.693 -0.505 -0.073
C 1.45680 -0.56916 0.83258 0.502 0.786 -0.207 -0.009
H -0.01991 1.30840 -1.65692 0.518 -0.204 0.543 0.104
H -1.73133 1.56134 0.04080 0.424 -0.604 0.362 0.104
H -1.47053 0.45654 2.21011 -0.022 -0.185 0.559 0.093
H 0.63586 -0.81016 2.77860 0.003 -0.035 0.317 0.077
H 2.35075 -1.14875 1.05345 -0.116 0.071 -0.262 0.099